Record 1
The following is a DFT calculation (ωB97M-V with the def2-TZVPD basis set) of a molecular structure, C2H7AuO2 at a distorted geometry.

```
! RIJCOSX wB97M-V def2-TZVPD def2/J DEFGRID3
* xyz 0 3
C 0.708 1.335 0.517
H 0.385 2.332 0.157
H 0.044 0.982 1.328
H 1.618 1.635 1.072
O 1.211 0.347 -0.582
Au 2.545 -0.746 -0.698
H 0.045 0.020 -1.006
O -1.022 0.002 -0.762
C -1.316 -1.216 -0.131
H -2.270 -1.590 -0.529
H -0.561 -1.998 -0.332
H -1.389 -1.103 0.965
*
```

For the total energy, the calculation gives -9967.366 eV. Its gap between HOMO and LUMO (alpha / beta) is 8.32 / 6.63 eV. As for the molecular weight: 260.0 g/mol. The value obtained for the maximum force is 11.0 eV/A. The calculation puts the energy above the lowest of the compared OMol25 structures with the same formula, charge and spin at 0.0000 eV. Its HOMO energy (alpha / beta) is -7.62 / -9.70 eV.

Let us look at the Löwdin charges, expressed in e, one per atom:
1. C -0.067
2. H 0.094
3. H 0.091
4. H 0.069
5. O -0.627
6. Au 0.655
7. H -0.015
8. O -0.219
9. C -0.201
10. H 0.079
11. H 0.068
12. H 0.073

Record 2
The following is a DFT calculation (ωB97M-V with the def2-TZVPD basis set) of a molecular structure, C2H7BBaClNO2P at a distorted geometry.

```
! RIJCOSX wB97M-V def2-TZVPD def2/J DEFGRID3
* xyz 1 1
C -0.389 0.149 -1.531
C 0.849 -0.252 -0.597
B 0.849 0.469 0.872
O 1.747 -0.105 1.854
N 0.093 1.612 1.235
P -1.425 1.182 1.908
O -1.607 -0.545 1.843
Cl -2.828 1.927 0.446
H -0.910 1.084 -1.218
H -1.103 -0.711 -1.527
H 0.014 0.333 -2.569
H 1.875 -0.027 -1.108
H 0.800 -1.416 -0.475
H 2.086 -0.932 1.475
H -1.894 -0.819 0.959
Ba 1.841 -1.950 -1.567
*
```

For the total energy, the calculation gives -30942.718 eV. Its gap between HOMO and LUMO is 3.66 eV. As for the molecular weight: 291.7 g/mol. The value obtained for the maximum force is 16.0 eV/A. Its HOMO energy is -10.00 eV.

Let us look at the Löwdin charges, expressed in e, one per atom:
1. C -0.085
2. C -0.514
3. B -0.779
4. O 0.079
5. N -0.156
6. P 0.574
7. O -0.396
8. Cl 0.075
9. H 0.051
10. H 0.098
11. H 0.090
12. H 0.026
13. H -0.175
14. H 0.041
15. H 0.000
16. Ba 2.070

Record 3
The following is a DFT calculation (ωB97M-V with the def2-TZVPD basis set) of a molecular structure, C2H7BBrNOSb at a distorted geometry.

```
! RIJCOSX wB97M-V def2-TZVPD def2/J DEFGRID3
* xyz -1 1
C 3.063 -1.196 0.157
C 1.966 -0.460 0.290
Sb 0.319 1.082 0.142
Br 0.567 1.094 -2.444
B -1.179 -0.550 -0.087
N -2.658 -0.358 -0.302
O -0.659 -1.925 0.005
H 4.105 -1.591 -0.148
H 1.545 2.343 0.202
H -0.903 2.330 0.037
H 0.173 1.113 1.884
H -2.857 0.148 -1.178
H -3.122 0.077 0.508
H -0.359 -2.105 0.933
*
```

For the total energy, the calculation gives -82978.845 eV. Its gap between HOMO and LUMO is 7.40 eV. As for the molecular weight: 273.6 g/mol. The value obtained for the maximum force is 8.4 eV/A. Its HOMO energy is -4.22 eV.

Let us look at the Löwdin charges, expressed in e, one per atom:
1. C -0.112
2. C -0.386
3. Sb 0.475
4. Br -0.149
5. B -0.716
6. N 0.056
7. O -0.052
8. H 0.000
9. H -0.081
10. H -0.128
11. H -0.106
12. H 0.056
13. H 0.055
14. H 0.087

Record 4
The following is a DFT calculation (ωB97M-V with the def2-TZVPD basis set) of 2 unconnected molecules or ions with the total composition C2H7BN2 at a distorted geometry.

```
! RIJCOSX wB97M-V def2-TZVPD def2/J DEFGRID3
* xyz 0 3
B -0.263 -1.318 0.417
C 0.160 0.977 0.560
C 0.112 0.580 -0.921
N -0.060 -0.268 1.245
N -0.203 -0.870 -0.911
H -0.788 -2.812 1.651
H 1.228 1.307 0.828
H -0.551 1.822 0.942
H -0.532 1.259 -1.609
H 1.069 0.742 -1.367
H 0.075 -0.434 2.291
H -0.382 -1.432 -1.742
*
```

For the total energy, the calculation gives -5839.050 eV. Its gap between HOMO and LUMO (alpha / beta) is 6.77 / 7.04 eV. As for the molecular weight: 69.9 g/mol. The value obtained for the maximum force is 4.7 eV/A. The calculation puts the energy above the lowest of the compared OMol25 structures with the same formula, charge and spin at 0.3887 eV. Its HOMO energy (alpha / beta) is -5.93 / -8.41 eV.

Let us look at the Löwdin charges, expressed in e, one per atom:
1. B -0.466
2. C -0.206
3. C -0.193
4. N 0.014
5. N 0.045
6. H 0.080
7. H 0.126
8. H 0.135
9. H 0.132
10. H 0.082
11. H 0.146
12. H 0.105

Record 5
The following is a DFT calculation (ωB97M-V with the def2-TZVPD basis set) of 2 unconnected molecules or ions with the total composition C2H7BO2S at a distorted geometry.

```
! RIJCOSX wB97M-V def2-TZVPD def2/J DEFGRID3
* xyz 0 1
B 0.188 1.428 1.180
C -0.764 -1.108 -2.013
C 0.591 -1.444 0.470
O -0.994 1.900 1.533
O 1.447 1.950 1.155
S 0.882 -1.468 -1.289
H -1.481 -1.048 -1.135
H -0.942 -1.886 -2.748
H -0.570 -0.188 -2.582
H 1.429 -1.815 1.085
H -0.384 -1.845 0.849
H -1.179 2.737 2.106
H 1.778 2.788 1.388
*
```

For the total energy, the calculation gives -17792.223 eV. Its gap between HOMO and LUMO (alpha / beta) is 6.78 / 7.13 eV. As for the molecular weight: 106.0 g/mol. The value obtained for the maximum force is 3.1 eV/A. The calculation puts the energy above the lowest of the compared OMol25 structures with the same formula, charge and spin at 3.7871 eV. Its HOMO energy (alpha / beta) is -6.96 / -6.89 eV.

Let us look at the Löwdin charges, expressed in e, one per atom:
1. B -0.458
2. C -0.398
3. C -0.421
4. O 0.124
5. O 0.139
6. S 0.691
7. H 0.058
8. H 0.014
9. H 0.021
10. H -0.004
11. H 0.008
12. H 0.159
13. H 0.067

Record 6
The following is a DFT calculation (ωB97M-V with the def2-TZVPD basis set) of 2 unconnected molecules or ions with the total composition C2H7BrN at a distorted geometry.

```
! RIJCOSX wB97M-V def2-TZVPD def2/J DEFGRID3
* xyz 1 1
C -0.895 0.337 -0.050
C 1.089 -0.954 0.136
N 0.652 0.445 -0.132
Br 3.787 -0.048 0.468
H -1.464 1.157 0.460
H -1.410 0.252 -1.026
H -1.064 -0.616 0.590
H 0.857 -1.343 1.072
H 0.885 -1.581 -0.762
H 1.064 1.035 0.670
H 0.939 0.794 -1.014
*
```

For the total energy, the calculation gives -73709.537 eV. Its gap between HOMO and LUMO (alpha / beta) is 7.16 / 7.17 eV. As for the molecular weight: 125.0 g/mol. The value obtained for the maximum force is 4.4 eV/A. The calculation puts the energy above the lowest of the compared OMol25 structures with the same formula, charge and spin at 3.0487 eV. Its HOMO energy (alpha / beta) is -14.49 / -14.49 eV.

Let us look at the Löwdin charges, expressed in e, one per atom:
1. C 0.010
2. C 0.018
3. N -0.056
4. Br 0.168
5. H 0.120
6. H 0.113
7. H 0.125
8. H 0.061
9. H 0.122
10. H 0.176
11. H 0.143

Record 7
The following is a DFT calculation (ωB97M-V with the def2-TZVPD basis set) of 2 unconnected molecules or ions with the total composition C2H7Cl2N2 at a distorted geometry.

```
! RIJCOSX wB97M-V def2-TZVPD def2/J DEFGRID3
* xyz 1 1
C 1.012 -0.496 -0.494
C -0.980 1.343 0.533
N -1.394 1.622 -0.683
N 0.843 -1.611 0.463
Cl -0.104 2.456 1.435
Cl -1.694 -0.017 1.369
H 2.029 0.038 -0.595
H 0.586 -0.613 -1.442
H -0.948 2.296 -1.412
H -1.678 0.786 -1.344
H 1.571 -1.683 1.112
H 0.857 -2.525 0.080
H -0.100 -1.596 0.978
*
```

For the total energy, the calculation gives -30201.903 eV. Its gap between HOMO and LUMO (alpha / beta) is 7.77 / 6.00 eV. As for the molecular weight: 130.0 g/mol. The value obtained for the maximum force is 5.2 eV/A. The calculation puts the energy above the lowest of the compared OMol25 structures with the same formula, charge and spin at 3.3494 eV. Its HOMO energy (alpha / beta) is -12.00 / -10.85 eV.

Let us look at the Löwdin charges, expressed in e, one per atom:
1. C -0.115
2. C -1.206
3. N 0.001
4. N 0.050
5. Cl 0.765
6. Cl 0.716
7. H 0.080
8. H 0.007
9. H 0.183
10. H 0.172
11. H 0.130
12. H 0.134
13. H 0.082

Record 8
The following is a DFT calculation (ωB97M-V with the def2-TZVPD basis set) of C2H7Cl2N2P in the gas phase at a distorted geometry.

```
! RIJCOSX wB97M-V def2-TZVPD def2/J DEFGRID3
* xyz 0 1
C 0.435 0.371 1.852
N 0.497 -0.346 0.526
N 0.025 0.341 -0.557
C 0.686 -0.040 -1.809
P -2.040 -0.202 -0.830
Cl -2.651 1.355 0.311
Cl -2.005 -1.669 0.472
H -0.167 1.170 1.656
H -0.027 -0.236 2.528
H 1.455 0.847 2.117
H 1.349 -0.980 0.281
H 0.063 0.206 -2.738
H 1.669 0.366 -1.918
H 0.711 -1.182 -1.890
*
```

For the total energy, the calculation gives -39499.972 eV. Its SMILES is CNN(C)P(Cl)Cl. Its gap between HOMO and LUMO is 8.28 eV. As for the molecular weight: 161.0 g/mol. The value obtained for the maximum force is 5.2 eV/A. The calculation puts the energy above the lowest of the compared OMol25 structures with the same formula, charge and spin at 2.1964 eV. Its HOMO energy is -7.52 eV.

Let us look at the Löwdin charges, expressed in e, one per atom:
1. C -0.084
2. N -0.259
3. N -0.377
4. C -0.205
5. P 0.113
6. Cl 0.119
7. Cl 0.191
8. H -0.005
9. H 0.027
10. H 0.109
11. H 0.153
12. H 0.079
13. H 0.056
14. H 0.082

Record 9
The following is a DFT calculation (ωB97M-V with the def2-TZVPD basis set) of 2 unconnected molecules or ions with the total composition C2H7ClN at a distorted geometry.

```
! RIJCOSX wB97M-V def2-TZVPD def2/J DEFGRID3
* xyz 1 1
C 1.085 -0.262 0.464
C -0.659 -0.032 -1.776
N -0.002 0.151 1.289
Cl -1.807 0.792 -0.918
H 1.831 0.483 0.268
H 1.398 -1.203 0.515
H -0.705 -1.115 -1.696
H 0.091 0.543 -2.317
H 0.189 1.026 1.797
H -0.461 -0.733 1.745
H -0.959 0.348 0.630
*
```

For the total energy, the calculation gives -16188.789 eV. Its gap between HOMO and LUMO (alpha / beta) is 9.51 / 8.36 eV. As for the molecular weight: 80.5 g/mol. The value obtained for the maximum force is 4.1 eV/A. The calculation puts the energy above the lowest of the compared OMol25 structures with the same formula, charge and spin at 3.6454 eV. Its HOMO energy (alpha / beta) is -14.18 / -13.40 eV.

Let us look at the Löwdin charges, expressed in e, one per atom:
1. C 0.038
2. C -0.428
3. N 0.022
4. Cl 0.761
5. H 0.087
6. H 0.034
7. H 0.035
8. H 0.042
9. H 0.169
10. H 0.217
11. H 0.023

Record 10
The following is a DFT calculation (ωB97M-V with the def2-TZVPD basis set) of 2 unconnected molecules or ions with the total composition C2H7ClN3 at a distorted geometry.

```
! RIJCOSX wB97M-V def2-TZVPD def2/J DEFGRID3
* xyz 1 1
C 0.351 0.267 0.224
C -1.037 0.027 -0.404
N 0.129 -0.916 1.008
N -1.056 -1.198 0.277
N 1.502 0.230 -0.681
Cl -2.252 1.242 0.016
H 0.223 1.661 0.900
H -1.126 -0.058 -1.535
H 0.045 -0.639 1.881
H -1.928 -1.471 0.891
H 2.221 0.553 -0.074
H 1.332 1.015 -1.277
H 1.596 -0.714 -1.226
*
```

For the total energy, the calculation gives -19168.794 eV. Its gap between HOMO and LUMO is 9.39 eV. As for the molecular weight: 108.6 g/mol. The value obtained for the maximum force is 5.8 eV/A. The calculation puts the energy above the lowest of the compared OMol25 structures with the same formula, charge and spin at 5.2866 eV. Its HOMO energy is -13.39 eV.

Let us look at the Löwdin charges, expressed in e, one per atom:
1. C -0.352
2. C -0.744
3. N 0.034
4. N -0.040
5. N 0.239
6. Cl 0.656
7. H 0.275
8. H 0.122
9. H 0.060
10. H 0.193
11. H 0.153
12. H 0.156
13. H 0.248

Record 11
The following is a DFT calculation (ωB97M-V with the def2-TZVPD basis set) of 2 unconnected molecules or ions with the total composition C2H7ClO2Si at a distorted geometry.

```
! RIJCOSX wB97M-V def2-TZVPD def2/J DEFGRID3
* xyz 0 1
C 0.190 0.585 1.484
C 0.315 0.666 -0.016
O 0.376 -2.290 -0.358
O -1.965 -1.132 -0.177
Si -0.475 -0.971 -0.657
Cl -1.642 -1.153 -3.401
H -0.929 0.347 1.691
H 0.900 -0.235 1.796
H 0.301 1.650 1.837
H 1.388 0.577 -0.340
H 0.047 1.641 -0.453
H 0.518 -3.204 -0.550
H -2.514 -1.383 -0.919
*
```

For the total energy, the calculation gives -26684.276 eV. Its gap between HOMO and LUMO is 8.95 eV. As for the molecular weight: 126.6 g/mol. The value obtained for the maximum force is 3.1 eV/A. The calculation puts the energy above the lowest of the compared OMol25 structures with the same formula, charge and spin at 1.3866 eV. Its HOMO energy is -9.44 eV.

Let us look at the Löwdin charges, expressed in e, one per atom:
1. C -0.178
2. C -0.304
3. O -0.062
4. O -0.123
5. Si 0.448
6. Cl -0.324
7. H 0.094
8. H 0.094
9. H 0.095
10. H 0.083
11. H 0.087
12. H 0.081
13. H 0.009

Record 12
The following is a DFT calculation (ωB97M-V with the def2-TZVPD basis set) of a gas-phase ion, C2H7ClO3P (charge +1) at a distorted geometry.

```
! RIJCOSX wB97M-V def2-TZVPD def2/J DEFGRID3
* xyz 1 1
C -0.951 1.297 1.020
C 1.109 -2.371 -0.880
O 0.218 2.393 0.858
O -0.556 0.298 0.365
O 0.557 -2.032 0.388
P 0.882 -0.602 0.999
Cl 0.316 -0.978 2.844
H 0.374 3.228 1.322
H -1.184 1.266 2.192
H -1.924 1.903 0.532
H 1.949 -1.861 -1.132
H 0.341 -2.564 -1.706
H 1.509 -3.493 -0.626
H 1.009 1.937 0.526
*
```

For the total energy, the calculation gives -30132.793 eV. Its gap between HOMO and LUMO is 10.64 eV. As for the molecular weight: 145.5 g/mol. The value obtained for the maximum force is 7.1 eV/A. The calculation puts the energy above the lowest of the compared OMol25 structures with the same formula, charge and spin at 3.8224 eV. Its HOMO energy is -14.46 eV.

Let us look at the Löwdin charges, expressed in e, one per atom:
1. C -0.309
2. C -0.128
3. O 0.116
4. O -0.250
5. O -0.432
6. P 0.596
7. Cl 0.442
8. H 0.181
9. H 0.151
10. H 0.207
11. H 0.028
12. H 0.123
13. H 0.152
14. H 0.122

- Which value of molecular weight does entry 11 give?
  126.6 g/mol

- maximum force of number 5 (C2H7BO2S)?
  3.1 eV/A

What did the seventh record say?
The following is a DFT calculation (ωB97M-V with the def2-TZVPD basis set) of 2 unconnected molecules or ions with the total composition C2H7Cl2N2 at a distorted geometry.

```
! RIJCOSX wB97M-V def2-TZVPD def2/J DEFGRID3
* xyz 1 1
C 1.012 -0.496 -0.494
C -0.980 1.343 0.533
N -1.394 1.622 -0.683
N 0.843 -1.611 0.463
Cl -0.104 2.456 1.435
Cl -1.694 -0.017 1.369
H 2.029 0.038 -0.595
H 0.586 -0.613 -1.442
H -0.948 2.296 -1.412
H -1.678 0.786 -1.344
H 1.571 -1.683 1.112
H 0.857 -2.525 0.080
H -0.100 -1.596 0.978
*
```

For the total energy, the calculation gives -30201.903 eV. Its gap between HOMO and LUMO (alpha / beta) is 7.77 / 6.00 eV. As for the molecular weight: 130.0 g/mol. The value obtained for the maximum force is 5.2 eV/A. The calculation puts the energy above the lowest of the compared OMol25 structures with the same formula, charge and spin at 3.3494 eV. Its HOMO energy (alpha / beta) is -12.00 / -10.85 eV.

Let us look at the Löwdin charges, expressed in e, one per atom:
1. C -0.115
2. C -1.206
3. N 0.001
4. N 0.050
5. Cl 0.765
6. Cl 0.716
7. H 0.080
8. H 0.007
9. H 0.183
10. H 0.172
11. H 0.130
12. H 0.134
13. H 0.082

- Number 7 is which compound?
  C2H7Cl2N2